1.
{"formula": "C4H12NO", "method": "ωB97M-V with the def2-TZVPD basis set", "symbols": ["O", "C", "C", "N", "C", "C", "H", "H", "H", "H", "H", "H", "H", "H", "H", "H", "H", "H"], "positions_angstrom": [[0.76516, 0.99944, 0.46442], [1.74933, 0.46285, -0.44207], [1.89752, -1.05737, -0.01059], [0.60207, -1.48570, 0.41927], [-1.96996, 0.32926, -0.82684], [-2.70875, 0.71135, 0.43301], [0.32906, 0.21147, 0.81471], [2.61812, 1.09811, -0.32503], [1.26239, 0.37693, -1.41574], [2.60134, -1.15639, 0.83977], [2.36038, -1.62460, -0.81340], [-2.54757, 0.07923, -1.69815], [0.51771, -2.40779, 0.83927], [-1.34459, 1.21239, -1.01922], [-1.11734, -0.38205, -0.69343], [-3.35949, -0.08723, 0.82525], [-3.19847, 1.67698, 0.57400], [-1.93317, 0.68685, 1.21789]], "homo_lumo_gap_ev": [10.81, 8.73], "multiplicity": 2, "e_homo_ha": [-0.36246, -0.36178], "e_tot_ev": -7877.1378, "relative_energy_kj_mol": 133.02}



2.
{"formula": "C44H66As2Br4GeMnN5O4PSe", "method": "ωB97M-V with the def2-TZVPD basis set", "symbols": ["Mn", "C", "As", "C", "C", "C", "C", "C", "C", "C", "As", "C", "C", "H", "H", "H", "H", "H", "H", "H", "H", "H", "H", "H", "H", "H", "H", "H", "H", "Br", "C", "C", "Br", "C", "Br", "C", "O", "C", "O", "C", "Br", "C", "N", "N", "C", "O", "C", "C", "C", "C", "C", "C", "C", "C", "C", "H", "H", "H", "H", "H", "H", "H", "H", "H", "H", "H", "H", "C", "Ge", "C", "C", "C", "Se", "C", "H", "H", "H", "H", "H", "H", "H", "H", "H", "H", "H", "H", "H", "H", "O", "P", "N", "C", "C", "C", "C", "N", "C", "C", "C", "C", "N", "C", "C", "C", "C", "H", "H", "H", "H", "H", "H", "H", "H", "H", "H", "H", "H", "H", "H", "H", "H", "H", "H", "H", "H", "H", "H", "H", "H"], "positions_angstrom": [[0.45404, 0.17691, 0.20047], [-0.64149, -0.23708, -4.09942], [-0.12504, -0.76594, -2.24206], [-1.69689, -1.94388, -2.02235], [1.17716, -2.16264, -2.70256], [1.54987, -2.44314, -4.01492], [2.45489, -3.45052, -4.30548], [3.01080, -4.19483, -3.27873], [2.66559, -3.90936, -1.96894], [1.75882, -2.90031, -1.66330], [1.25029, -2.47714, 0.19151], [2.75842, -3.28579, 1.19350], [0.10290, -4.09460, 0.40415], [-1.03424, -1.09995, -4.64176], [0.20021, 0.19288, -4.64227], [-1.42697, 0.51783, -4.04162], [-1.54233, -2.90435, -2.51670], [-2.57018, -1.45236, -2.45330], [-1.87880, -2.08953, -0.95863], [1.13505, -1.86493, -4.82924], [2.72446, -3.65505, -5.33190], [3.70968, -4.99184, -3.49521], [3.11464, -4.48487, -1.16750], [2.87726, -4.34975, 0.98516], [2.54925, -3.17647, 2.25903], [3.68462, -2.75587, 0.98243], [0.62868, -4.97068, 0.02437], [-0.83387, -3.98649, -0.13664], [-0.11464, -4.24270, 1.46352], [-1.78765, 1.27709, 5.84349], [-0.47163, 1.06813, 4.49857], [0.71269, 0.41097, 4.77863], [1.12321, -0.10760, 6.55427], [1.60328, 0.14455, 3.74176], [3.22426, -0.79893, 4.06452], [1.35197, 0.50099, 2.41175], [2.12466, 0.15474, 1.45058], [0.20628, 1.36054, 2.16570], [0.11268, 1.97522, 1.03240], [-0.69473, 1.56304, 3.21556], [-2.22012, 2.63925, 2.88212], [-3.79576, -1.86484, 4.84413], [-2.72459, -2.06084, 3.90396], [-2.78953, -1.47579, 2.64962], [-1.49167, -1.40578, 2.13510], [-1.23298, -0.95014, 0.99553], [-0.64609, -1.94029, 3.13488], [-1.42048, -2.26682, 4.21851], [-1.00900, -2.74564, 5.55805], [-3.89412, -1.73483, 1.81595], [-4.29553, -0.78180, 0.89043], [-5.31603, -1.08902, 0.00882], [-5.94063, -2.32520, 0.04918], [-5.54187, -3.26869, 0.98309], [-4.52174, -2.97819, 1.86675], [-4.71117, -1.66538, 4.29308], [-3.58669, -1.01961, 5.50410], [-3.92658, -2.76620, 5.44377], [0.41552, -2.06625, 3.03340], [0.07162, -2.86294, 5.59574], [-1.48120, -3.69902, 5.79331], [-1.30503, -2.02494, 6.32281], [-3.79897, 0.17951, 0.85870], [-5.63245, -0.35493, -0.71472], [-6.73105, -2.55640, -0.64881], [-6.01174, -4.24057, 1.01601], [-4.18714, -3.71702, 2.58128], [-6.23849, 2.47618, -0.45229], [-4.71672, 3.08456, -1.57860], [-5.32340, 3.56503, -3.42212], [-3.85742, 4.62333, -0.68450], [-3.38798, 1.59504, -1.78779], [-1.87540, 1.61311, -0.47083], [-0.85874, 2.97840, -1.41820], [-6.90315, 3.30852, -0.23512], [-5.86078, 2.08771, 0.48929], [-6.82399, 1.70174, -0.93806], [-6.09390, 4.33070, -3.39819], [-5.72404, 2.69700, -3.93775], [-4.48803, 3.94708, -4.00289], [-4.58885, 5.36609, -0.38264], [-3.13105, 5.10256, -1.33174], [-3.34488, 4.26103, 0.20282], [-2.94935, 1.59494, -2.78561], [-3.88312, 0.63671, -1.65041], [-0.71624, 3.82487, -0.75049], [-1.41373, 3.27129, -2.30396], [0.11222, 2.55667, -1.68285], [1.94138, 1.03379, -1.14182], [3.24145, 1.72439, -1.32443], [3.67138, 2.71436, -0.06961], [2.68422, 3.65455, 0.45993], [3.49862, 4.67436, 1.24960], [4.74101, 3.87968, 1.64868], [5.00648, 3.04075, 0.39987], [4.42446, 0.59133, -1.58525], [5.71774, 0.78962, -2.21774], [6.40060, -0.57009, -2.06818], [5.87915, -1.05875, -0.71731], [4.42073, -0.62001, -0.76111], [3.08769, 2.69060, -2.67461], [3.92997, 3.80981, -3.05081], [3.29154, 4.28733, -4.35141], [2.92401, 2.96546, -5.02479], [2.44815, 2.10811, -3.85249], [1.98856, 3.11713, 1.10748], [2.10574, 4.10898, -0.34962], [2.94974, 5.06178, 2.10656], [3.78189, 5.51272, 0.60985], [4.51160, 3.22695, 2.49166], [5.58407, 4.51772, 1.91109], [5.57327, 2.13407, 0.62201], [5.56605, 3.63673, -0.33820], [6.31249, 1.57100, -1.72436], [5.58615, 1.07115, -3.26694], [7.48579, -0.49389, -2.10975], [6.05680, -1.24128, -2.85732], [6.40316, -0.56081, 0.10038], [5.97846, -2.13596, -0.59479], [3.99177, -0.41832, 0.22204], [3.80830, -1.38238, -1.26300], [4.97049, 3.50585, -3.23136], [3.91887, 4.57158, -2.26937], [3.96136, 4.90285, -4.94802], [2.38900, 4.85671, -4.12836], [3.81217, 2.52618, -5.48164], [2.15974, 3.07756, -5.79118], [2.72097, 1.05296, -3.96018], [1.35969, 2.16813, -3.72778]], "homo_lumo_gap_ev": [6.82, 6.99], "multiplicity": 2, "e_homo_ha": [-0.23292, -0.23897], "e_tot_ev": -626658.9508, "relative_energy_kj_mol": 100.13}



3.
{"formula": "C9H8N2O", "method": "ωB97M-V with the def2-TZVPD basis set", "symbols": ["C", "C", "C", "C", "C", "C", "C", "C", "C", "H", "H", "H", "H", "H", "H", "H", "H", "N", "N", "O"], "positions_angstrom": [[0.07820, -0.55750, -2.02338], [1.26230, -1.32973, -1.94253], [1.78060, -1.60307, -0.60044], [1.21172, -0.96567, 0.53707], [0.24985, 0.07753, 0.32287], [-0.52443, -0.08788, -0.87724], [-0.25761, 0.81094, 1.52263], [-0.09798, 0.95832, 2.84926], [-1.79712, 2.06802, 2.47203], [-0.07730, -0.88104, -4.02010], [-0.74995, 0.64504, -3.36087], [1.48431, -2.08851, -2.69484], [2.59157, -2.47504, -0.51924], [1.51436, -1.16407, 1.61812], [-1.55571, 0.37119, -0.91498], [0.85473, 0.82764, 3.44913], [-2.85092, 2.51880, 2.65585], [-0.55112, -0.41081, -3.30100], [-1.09608, 1.76559, 3.50829], [-1.46942, 1.52027, 1.31937]], "homo_lumo_gap_ev": 8.44, "multiplicity": 1, "e_homo_ha": -0.30654, "e_tot_ev": -14488.0109, "relative_energy_kj_mol": 268.29}



4.
{"formula": "C12H23N2O2P2PbSe", "method": "ωB97M-V with the def2-TZVPD basis set", "symbols": ["Pb", "P", "C", "C", "N", "C", "C", "C", "C", "C", "P", "H", "H", "H", "H", "H", "H", "H", "H", "O", "H", "H", "O", "H", "C", "H", "H", "H", "C", "H", "H", "H", "C", "H", "H", "H", "C", "H", "H", "H", "Se", "C", "N"], "positions_angstrom": [[-0.48686, -1.12372, 0.96931], [-1.05753, 1.59991, 1.27201], [-2.48631, 1.92022, 0.14780], [-2.19418, 1.55261, -1.28545], [-1.27779, 0.58854, -1.52848], [-0.87153, 0.37147, -2.79641], [-1.49180, 1.00470, -3.88344], [-2.49817, 1.92760, -3.65408], [-2.83655, 2.21491, -2.34079], [0.26555, -0.57745, -3.04659], [0.58901, -1.69073, -1.59878], [-3.61601, 2.94091, -2.13418], [-1.16073, 0.81710, -4.89742], [-3.00201, 2.42307, -4.48169], [0.06042, -1.20428, -3.91498], [1.20345, -0.03050, -3.21548], [-3.27219, 1.28331, 0.57148], [-2.71426, 2.97345, 0.29799], [-3.01528, -3.38588, 1.04256], [-3.11415, -2.45985, 0.71105], [-4.00049, -2.11881, 0.98326], [-0.36352, -4.39453, 1.54696], [-1.01541, -4.39124, 0.79942], [-1.25951, -5.33925, 0.68561], [-0.47353, -3.06251, -2.17219], [-0.11119, -3.34640, -3.16133], [-0.49671, -3.94164, -1.49143], [-1.50332, -2.68147, -2.25926], [2.24437, -2.31010, -2.05799], [2.63381, -3.04206, -1.32960], [2.23362, -2.77069, -3.04949], [2.93850, -1.45670, -2.09100], [-0.08759, 3.12654, 0.94200], [-0.67739, 3.99957, 1.22341], [0.85967, 3.13347, 1.49721], [0.13817, 3.18652, -0.12600], [-1.83121, 2.06558, 2.85539], [-1.11651, 2.01959, 3.69194], [-2.24754, 3.07206, 2.78608], [-2.65361, 1.36958, 3.05750], [4.00144, 0.97858, 2.82491], [2.64069, 0.23238, 2.00024], [1.68652, -0.35344, 1.61487]], "total_charge": 3, "homo_lumo_gap_ev": [3.33, 3.32], "multiplicity": 1, "e_homo_ha": [-0.65780, -0.65800], "e_tot_ev": -109034.2341, "relative_energy_kj_mol": 196.36}



| no. | maximum force (eV Å⁻¹) |
| --- | --- |
| 1 | 3.02 |
| 2 | 2.25 |
| 3 | 4.40 |
| 4 | 2.73 |